C36H52CaN3OP2 | ωB97M-V with the def2-TZVPD basis set

```
95
Properties=species:S:1:pos:R:3
C -2.9076 -0.9662 -0.4218
C -1.0422 -2.3878 -0.0725
C -3.7000 -2.0613 -0.7843
C -1.7955 -3.5123 -0.4502
C -3.1408 -3.3495 -0.7851
H -4.7392 -1.8992 -1.0831
H -1.3186 -4.4958 -0.4792
H -3.7490 -4.2141 -1.0692
N -1.6139 -1.1471 -0.0278
P -1.9525 1.6007 -0.9367
P 0.9383 -1.2377 1.5563
C -3.3956 0.4578 -0.5130
H -4.2557 0.5295 -1.2006
H -3.7246 0.8091 0.4839
C 0.4396 -2.4095 0.1408
H 0.8152 -3.4384 0.2407
C 2.8700 -1.2647 1.5339
C 0.2987 -2.0771 3.1543
C -1.6972 1.4236 -2.8270
C -2.6470 3.3426 -0.5477
C 3.3978 0.0746 0.9718
H 3.3239 0.8763 1.7221
H 4.4656 -0.0641 0.7183
H 2.8613 0.4045 0.0721
C 3.4174 -1.3754 2.9727
H 3.1425 -0.4949 3.5776
H 3.0857 -2.2857 3.4955
H 4.5210 -1.4091 2.9169
C 3.4053 -2.4253 0.6707
H 4.4335 -2.6680 0.9987
H 2.8003 -3.3415 0.7644
H 3.4583 -2.1462 -0.3939
C 0.6437 -1.1857 4.3694
H 0.8964 -0.1629 4.0500
H -0.2467 -1.1251 5.0228
H 1.4727 -1.5827 4.9711
C -1.2428 -2.1602 3.0705
H -1.6824 -1.2530 2.6299
H -1.5802 -3.0348 2.4933
H -1.6365 -2.2642 4.0984
C 0.8395 -3.5074 3.3457
H 1.4876 -3.8122 2.5053
H 1.4052 -3.6294 4.2826
H -0.0133 -4.2111 3.3796
C -1.5554 4.3903 -0.8493
H -1.6387 5.2119 -0.1139
H -0.5469 3.9531 -0.7545
H -1.6568 4.8311 -1.8537
C -2.9619 3.4157 0.9592
H -3.5848 2.5741 1.3028
H -2.0425 3.4306 1.5631
H -3.5240 4.3493 1.1501
C -3.9459 3.6594 -1.3187
H -4.6573 4.1467 -0.6261
H -3.7921 4.3370 -2.1697
H -4.4304 2.7392 -1.6877
C -1.2495 -0.0293 -3.0992
H -1.8252 -0.4962 -3.9164
H -0.1867 -0.0136 -3.4043
H -1.3285 -0.6478 -2.1934
C -0.5307 2.3637 -3.2089
H 0.2648 2.2969 -2.4466
H -0.1172 2.0380 -4.1823
H -0.8511 3.4119 -3.3129
C -2.9374 1.7074 -3.6929
H -3.7829 1.0446 -3.4367
H -3.2759 2.7534 -3.6253
H -2.6760 1.5138 -4.7504
Ca -0.3146 0.5501 0.4947
C -1.3255 0.9985 2.0773
O -1.8266 1.3212 3.0978
N 0.7954 -0.3421 -1.1226
C 0.9881 -1.6076 -1.1031
C 1.6406 -2.3536 -2.2151
C 2.5835 -1.6672 -3.0149
C 1.3624 -3.7032 -2.5209
C 3.2265 -2.3090 -4.0754
H 2.7838 -0.6197 -2.7698
C 2.0051 -4.3458 -3.5888
H 0.6316 -4.2627 -1.9289
C 2.9407 -3.6539 -4.3693
H 3.9577 -1.7607 -4.6798
H 1.7717 -5.3930 -3.8110
H 3.4446 -4.1572 -5.2014
C 2.5716 4.3612 2.6350
C 2.1051 3.1924 3.2037
C 1.3966 2.3012 2.4140
N 1.1565 2.4961 1.0894
C 1.6541 3.6314 0.5003
C 2.3488 4.5901 1.2750
H 3.0991 5.0779 3.2537
H 2.2668 2.9717 4.2533
H 1.0246 1.4273 2.8619
H 1.5014 3.8429 -0.5428
H 2.7055 5.5131 0.8380
```

Output
* net charge: +1
* HOMO-LUMO gap (alpha / beta): 6.07 / 6.07 eV
* LUMO level (alpha / beta): -0.1322 / -0.1322 hartree

Mulliken population analysis, charges in e, atoms 1 to 6: 0.01 0.16 -1.10 -0.60 -1.15 0.52